[1]
9
Properties=species:S:1:pos:R:3:forces:R:3:lowdin_charge:R:1 method="wB97M-V/def2-TZVPD" de_lowest_kcal_mol=62.48 orbital_gap_ha=0.2849
C 0.430129 -1.457069 -0.231474 -2.37 -0.54 -0.27 -0.89
C -0.060662 -0.073955 -0.193825 2.50 1.68 -0.78 -0.48
N 1.699850 -1.604004 -0.935193 -1.37 0.83 1.27 -0.51
O 2.478552 -0.765557 -0.626376 2.72 1.71 0.31 0.08
O 1.821939 -2.482441 -1.691413 0.74 -2.38 -2.21 0.11
S -0.351499 -2.774626 0.208257 -0.06 -0.11 0.48 0.87
I -0.697001 0.459567 -2.384767 0.41 -0.43 1.85 0.65
H -0.895738 0.065817 0.502341 0.36 0.19 -0.54 0.06
H 0.950029 0.570343 -0.059443 -2.94 -0.96 -0.10 0.11



[2]
127
Properties=species:S:1:pos:R:3:forces:R:3:lowdin_spin:R:1 method="wB97M-V/def2-TZVPD" de_lowest_kcal_mol=0.34 orbital_gap_ha="0.1268 / 0.2120" total_charge=-2 multiplicity=2 s_squared=0.78
Na -0.125047 -0.890548 -0.244959 -0.32 -0.41 0.13 0.00
C -5.670502 3.590021 2.767037 0.00 0.01 0.00 0.00
C -4.641318 2.686564 2.136394 0.04 -0.05 0.06 0.00
C -3.759299 1.935938 2.913142 0.05 0.08 -0.06 0.04
C -2.805496 1.068879 2.392554 -0.10 -0.04 -0.15 0.01
C -1.898324 0.388474 3.345961 0.15 -0.17 0.08 0.25
O -0.631954 0.251884 3.099411 -0.11 0.01 -0.01 0.20
C -2.382407 -0.090482 4.614887 -0.03 -0.05 -0.15 0.07
C -1.445057 -0.398253 5.638123 0.02 -0.06 0.06 0.09
C -1.847996 -0.896874 6.860910 0.03 0.01 -0.05 0.01
C -3.193820 -1.143150 7.135342 -0.03 0.00 0.03 0.13
C -4.130273 -0.886167 6.127407 0.01 0.00 -0.02 0.01
C -3.743519 -0.378968 4.905855 -0.03 0.06 0.03 0.08
C -2.722009 0.901216 0.952024 0.07 0.22 -0.27 0.02
O -1.922046 0.093129 0.370789 -0.36 -0.25 0.57 0.01
C -3.573953 1.741509 0.159534 -0.12 0.11 -0.02 0.01
C -4.501981 2.595596 0.768179 -0.06 -0.04 -0.11 0.04
C -3.534193 1.756685 -1.320688 -0.28 0.01 0.11 0.00
N -3.254821 0.751422 -2.056784 0.27 0.03 -0.03 0.00
C -3.245213 0.894629 -3.501268 -0.12 -0.01 -0.10 0.00
C -3.612037 -0.402578 -4.212346 0.12 -0.10 0.00 0.00
Te -5.328915 -1.537089 -3.548615 -0.16 0.20 -0.08 0.00
C -5.632447 -1.048138 -1.517315 0.09 -0.11 0.09 0.00
C -6.699106 -0.233406 -1.153934 -0.01 -0.02 0.01 0.00
C -6.967434 0.005990 0.190141 0.01 -0.02 -0.03 0.00
C -6.171879 -0.566116 1.171102 0.01 0.03 0.00 0.00
C -5.103565 -1.377531 0.811060 0.02 0.04 0.01 0.00
C -4.838565 -1.624792 -0.527855 -0.02 0.07 -0.03 0.00
C -3.889767 3.089298 -1.933110 0.02 0.04 0.05 0.00
C -2.960418 4.121855 -1.881362 0.03 -0.02 0.00 0.00
C -3.252373 5.358841 -2.437045 -0.03 0.01 0.00 0.00
C -4.485148 5.582629 -3.036349 0.02 0.00 0.00 0.00
C -5.420854 4.557848 -3.083165 0.00 -0.02 -0.01 0.00
C -5.120741 3.316684 -2.539643 -0.08 0.01 0.05 0.00
H -5.649806 3.496962 3.854507 0.00 0.00 0.00 0.00
H -6.683562 3.343121 2.435151 0.00 0.00 0.00 0.00
H -5.498259 4.642413 2.521092 0.00 0.00 0.00 0.00
H -3.790629 2.060751 3.990427 -0.01 -0.03 0.02 0.00
H -0.397829 -0.230913 5.425719 0.00 0.01 0.00 0.01
H -1.099333 -1.105684 7.619144 0.00 0.00 0.00 0.00
H -3.504445 -1.537250 8.095561 0.00 -0.01 0.00 0.01
H -5.179166 -1.107086 6.298807 -0.01 0.01 0.00 0.00
H -4.488997 -0.221242 4.136648 -0.01 0.00 0.00 0.00
H -5.165101 3.183813 0.140819 0.05 0.04 0.01 0.00
H -2.222619 1.155514 -3.805480 -0.02 0.03 -0.05 0.00
H -3.897312 1.689735 -3.871167 0.02 -0.02 0.05 0.00
H -2.790068 -1.112165 -4.215798 0.07 0.03 0.14 0.00
H -3.871548 -0.163569 -5.244803 0.03 -0.08 -0.04 0.00
H -7.320904 0.212299 -1.921339 0.01 0.02 0.00 0.00
H -7.791460 0.654041 0.466081 0.01 0.00 0.00 0.00
H -6.361780 -0.358005 2.216996 0.00 0.01 -0.01 0.00
H -4.458812 -1.802556 1.571214 0.03 0.01 0.01 0.00
H -3.995430 -2.243409 -0.803859 0.03 0.01 -0.01 0.00
H -2.006510 3.944878 -1.399000 0.02 -0.01 -0.03 0.00
H -2.515882 6.151980 -2.396189 0.00 0.00 0.00 0.00
H -4.715627 6.550818 -3.464500 0.00 0.00 0.00 0.00
H -6.386234 4.722786 -3.547001 0.00 0.00 0.00 0.00
H -5.850199 2.513223 -2.571376 0.03 0.01 -0.01 0.00
O -1.462440 -2.274703 1.841353 0.05 0.04 -0.13 0.01
H -1.812702 -1.511716 1.338545 -0.12 0.14 0.05 0.00
H -1.019078 -1.813865 2.571194 -0.02 -0.02 0.00 0.00
O 0.739904 0.556801 0.982607 0.39 0.77 0.78 0.00
H 0.157736 0.449107 1.822626 0.04 0.10 -0.15 0.00
H 0.285411 1.251494 0.488837 0.06 0.08 -0.04 0.00
O -1.130302 -1.187039 -2.148523 0.01 0.08 -0.58 0.00
H -1.766830 -0.456994 -1.972243 -0.15 -0.18 0.20 0.00
H -0.387062 -0.770986 -2.611979 -0.09 -0.02 -0.15 0.00
F 0.384237 2.156025 -3.989591 0.03 -0.04 0.06 0.00
B 1.048975 1.626748 -2.886757 -0.15 0.01 -0.05 0.00
F 0.213027 1.621787 -1.752732 -0.04 0.12 0.07 0.00
F 2.229459 2.332390 -2.619876 0.01 -0.02 0.01 0.00
F 1.374481 0.250406 -3.138840 -0.02 0.06 0.03 0.00
C 7.458017 1.043871 -5.196918 0.01 0.00 -0.01 0.00
C 6.435932 0.695685 -4.148170 -0.01 0.00 0.00 0.00
C 5.536994 -0.339696 -4.336466 0.01 -0.01 0.01 0.00
C 4.563011 -0.670630 -3.394137 0.06 0.01 0.04 0.00
C 3.586432 -1.750464 -3.752016 -0.10 -0.03 0.05 0.00
C 4.530502 0.049672 -2.195000 -0.19 0.01 -0.10 0.00
Te 3.048663 -0.117581 -0.632760 0.43 -0.12 0.16 0.00
N 1.987461 -1.769705 -0.532878 0.09 -0.11 -0.40 0.00
C 2.456155 -3.010938 -0.705016 0.08 -0.06 0.28 0.00
O 3.609762 -3.364389 -0.982019 -0.12 0.03 -0.16 0.00
C 1.437176 -4.120820 -0.475839 -0.01 0.00 -0.01 0.00
C 0.068713 -3.926521 -0.320381 0.14 0.03 -0.04 0.00
C -0.777366 -5.000374 -0.082448 0.02 0.00 0.00 0.00
C -0.267746 -6.286276 -0.009215 -0.01 -0.01 0.01 0.00
C 1.096956 -6.494700 -0.170480 0.00 0.00 0.00 0.00
C 1.939256 -5.419995 -0.400680 -0.01 -0.01 -0.01 0.00
C 4.466796 -0.404374 0.982039 0.13 -0.09 -0.10 0.00
C 4.266235 0.339317 2.155183 0.04 -0.08 0.00 0.00
C 3.328022 1.507193 2.313448 -0.09 -0.03 -0.04 0.00
C 5.043922 0.049718 3.279552 -0.02 0.04 -0.02 0.00
C 6.036634 -0.907327 3.263132 0.02 -0.03 0.01 0.00
C 6.828587 -1.239802 4.498185 0.00 0.00 0.00 0.00
C 6.299865 -1.541440 2.056893 0.01 0.00 0.01 0.00
C 5.558200 -1.299170 0.907015 -0.04 -0.04 0.01 0.00
C 6.052410 -1.950887 -0.356112 0.08 0.09 -0.05 0.00
C 5.370976 1.159473 -2.018274 0.03 -0.01 0.00 0.00
C 5.266095 2.100607 -0.844239 0.02 0.03 0.00 0.00
C 6.325042 1.445866 -2.988298 0.01 0.01 0.01 0.00
H 7.548370 0.247715 -5.936342 0.00 0.00 0.00 0.00
H 8.441405 1.210027 -4.753026 0.00 0.00 0.01 0.00
H 7.177711 1.958821 -5.724279 0.00 0.00 0.00 0.00
H 5.572062 -0.912255 -5.257845 0.01 0.00 0.00 0.00
H 3.868577 -2.209448 -4.700383 0.00 -0.01 0.02 0.00
H 2.586897 -1.326823 -3.859383 0.07 -0.04 0.02 0.00
H 3.549090 -2.521989 -2.987978 0.02 -0.08 0.08 0.00
H -0.371992 -2.947438 -0.376278 0.01 -0.27 -0.05 0.00
H -1.832690 -4.813315 0.065468 0.00 0.00 -0.01 0.00
H -0.928854 -7.123430 0.182345 0.00 0.00 0.00 0.00
H 1.505363 -7.497094 -0.110092 0.00 0.00 0.00 0.00
H 3.004203 -5.559761 -0.525595 0.00 0.00 0.00 0.00
H 2.980797 1.917661 1.371182 -0.05 0.00 -0.07 0.00
H 3.853228 2.294766 2.858847 -0.04 0.00 -0.01 0.00
H 2.438331 1.232292 2.878134 -0.06 -0.03 -0.02 0.00
H 4.856200 0.613025 4.188242 0.00 0.00 0.00 0.00
H 6.632509 -0.523284 5.295920 0.00 0.00 0.00 0.00
H 7.900937 -1.240832 4.292612 0.00 0.00 0.00 0.00
H 6.565408 -2.232843 4.869400 0.00 0.00 0.00 0.00
H 7.122333 -2.247651 1.996635 -0.01 0.00 0.00 0.00
H 6.731616 -2.766219 -0.102716 0.00 0.00 0.00 0.00
H 6.604791 -1.225861 -0.959089 0.04 0.02 0.02 0.00
H 5.245335 -2.357493 -0.956579 0.05 0.04 0.05 0.00
H 4.248183 2.488690 -0.747606 -0.01 0.00 -0.01 0.00
H 5.923021 2.956096 -0.999691 0.00 0.00 0.00 0.00
H 5.542940 1.627321 0.098789 0.01 0.02 -0.04 0.00
H 6.980699 2.298103 -2.836480 0.00 0.00 0.00 0.00



no.,total energy (eV),molecular weight (g/mol)
1,-26622.8950,231.0
2,-102747.6177,1195.1